{"formula": "C30H48BrN3P2Sn", "method": "ωB97M-V/def2-TZVPD", "largest_force_ev_per_a": 2.74, "molar_mass_g_mol": 711.30, "orbital_gap_ev": [4.751, 5.168], "total_charge": 4, "e_tot_ha": -4805.6968, "spin_multiplicity": 1, "symbols": ["N", "C", "C", "C", "C", "C", "C", "Sn", "P", "C", "C", "C", "C", "C", "C", "C", "Br", "H", "H", "H", "H", "H", "H", "H", "H", "H", "H", "P", "C", "C", "H", "H", "H", "H", "H", "C", "C", "H", "H", "H", "H", "H", "C", "C", "H", "H", "H", "H", "H", "C", "C", "H", "H", "H", "H", "H", "C", "C", "H", "H", "H", "H", "H", "C", "C", "H", "H", "H", "H", "H", "C", "C", "C", "C", "N", "N", "C", "H", "H", "H", "H", "H", "H", "H", "H"], "positions_angstrom": [[3.06, 4.04, 3.44], [1.77, 4.31, 3.21], [0.81, 3.31, 3.01], [1.21, 1.96, 3.06], [2.58, 1.69, 3.26], [3.46, 2.76, 3.48], [0.26, 0.88, 2.86], [0.09, 0.38, 0.05], [-1.41, -1.56, -0.77], [0.66, -0.44, 2.74], [-0.23, -1.56, 2.94], [0.31, -2.86, 3.05], [-0.53, -3.94, 3.34], [-1.91, -3.72, 3.40], [-2.47, -2.44, 3.26], [-1.62, -1.37, 2.99], [-3.07, -5.20, 3.73], [-0.78, 1.18, 2.73], [1.70, -0.68, 2.50], [-0.23, 3.58, 2.80], [2.98, 0.68, 3.24], [1.48, 5.37, 3.19], [4.52, 2.56, 3.70], [1.38, -3.00, 2.94], [-2.05, -0.38, 2.83], [-0.11, -4.93, 3.50], [-3.54, -2.29, 3.37], [2.51, 0.25, -1.02], [-3.13, -1.16, -0.26], [-4.09, -2.34, -0.21], [-3.54, -0.38, -0.92], [-3.05, -0.70, 0.74], [-5.08, -1.97, 0.08], [-4.21, -2.83, -1.18], [-3.81, -3.09, 0.53], [-1.00, -3.23, -0.12], [-1.40, -4.39, -1.02], [-1.44, -3.33, 0.88], [0.09, -3.24, 0.03], [-1.10, -5.33, -0.55], [-2.49, -4.45, -1.19], [-0.90, -4.34, -1.99], [-1.24, -1.57, -2.59], [-2.47, -2.05, -3.34], [-0.37, -2.20, -2.85], [-0.98, -0.55, -2.91], [-2.28, -2.00, -4.42], [-2.73, -3.09, -3.11], [-3.35, -1.43, -3.14], [2.58, 1.06, -2.65], [1.54, 0.60, -3.67], [3.59, 0.89, -3.04], [2.49, 2.14, -2.47], [1.74, 1.09, -4.63], [1.56, -0.48, -3.82], [0.52, 0.89, -3.36], [2.90, -1.52, -1.24], [2.98, -2.37, 0.03], [3.88, -1.54, -1.76], [2.17, -1.93, -1.95], [3.24, -3.40, -0.24], [3.74, -1.98, 0.72], [2.02, -2.40, 0.57], [3.88, 0.97, -0.06], [3.86, 2.49, 0.02], [4.83, 0.63, -0.52], [3.85, 0.52, 0.95], [4.68, 2.85, 0.65], [3.95, 2.96, -0.97], [2.93, 2.85, 0.49], [-3.70, 3.18, -2.96], [-2.54, 3.13, -2.03], [-1.72, 4.12, -1.48], [-0.70, 3.49, -0.74], [-0.93, 2.15, -0.80], [-2.03, 1.99, -1.57], [0.46, 4.11, -0.07], [-4.55, 3.73, -2.54], [-3.43, 3.65, -3.92], [-4.07, 2.17, -3.20], [-1.86, 5.18, -1.58], [-2.44, 1.07, -1.78], [1.09, 4.67, -0.78], [0.12, 4.81, 0.72], [1.08, 3.34, 0.40]], "mulliken_charge": [-0.40, -0.55, -0.66, 0.68, -0.36, -0.79, 0.02, 0.41, 0.20, -0.59, 0.63, -0.53, -0.74, -0.29, -0.63, -0.32, 0.08, 0.56, 0.53, 0.75, 0.69, 0.44, 0.44, 0.53, 0.57, 0.53, 0.58, 1.10, -0.37, -1.42, 0.36, 0.34, 0.47, 0.31, 0.28, 0.92, -1.37, -0.58, 0.17, 0.45, 0.30, 0.37, 0.16, -1.47, 0.49, 0.08, 0.48, 0.32, 0.33, -0.85, -0.90, 0.57, 0.39, 0.47, 0.29, 0.06, -0.71, -0.92, 0.63, 0.32, 0.45, 0.36, -0.07, -0.61, -1.12, 0.60, 0.31, 0.42, 0.38, 0.04, -1.21, 1.03, -1.48, 0.13, 0.36, 0.16, -0.47, 0.38, 0.34, 0.28, 0.55, -0.18, 0.43, 0.45, -0.41]}